{"formula": "C4H8O3", "method": "wB97M-V/def2-TZVPD", "symbols": ["C", "O", "C", "O", "C", "C", "O", "H", "H", "H", "H", "H", "H", "H", "H"], "positions_angstrom": [[2.470, 0.052, 0.452], [1.110, 0.212, 0.843], [0.215, -0.550, 0.211], [0.479, -1.504, -0.485], [-1.188, -0.006, 0.392], [-1.525, 0.826, -0.849], [-2.099, -1.059, 0.586], [2.806, -0.980, 0.563], [3.036, 0.719, 1.101], [2.573, 0.355, -0.593], [-1.207, 0.621, 1.287], [-0.798, 1.632, -1.002], [-2.520, 1.262, -0.740], [-1.516, 0.181, -1.735], [-1.836, -1.760, -0.029]], "forces_ev_per_a": [[0.3, 0.0, -0.1], [-0.2, 0.1, -0.1], [0.0, -0.2, -0.2], [-0.1, 0.4, 0.4], [0.0, 0.2, 0.1], [0.0, 0.0, -0.1], [0.0, -0.2, -0.2], [-0.1, 0.1, 0.0], [0.0, -0.1, -0.1], [0.1, -0.1, 0.1], [-0.1, -0.1, -0.1], [-0.1, -0.1, 0.1], [0.1, -0.1, 0.0], [0.0, 0.1, 0.1], [-0.1, 0.0, 0.1]], "mulliken_charge": [-0.645, -0.311, 0.642, -0.580, 0.216, -1.202, -0.554, 0.298, 0.228, 0.301, 0.288, 0.359, 0.314, 0.286, 0.360], "e_tot_ha": -382.9347, "total_charge": 0, "fmax_ev_per_a": 0.5}